1.
Below is a molecular structure, C26H21N10O3Rh, with properties calculated with ωB97M-V with the def2-TZVPD basis set.

ORCA input file:
```
! RIJCOSX wB97M-V def2-TZVPD def2/J DEFGRID3
* xyz 2 1
Rh -1.603 -2.158 -0.648
C -3.306 2.686 -2.694
N -3.264 1.272 -2.262
C -2.216 0.487 -2.115
N -2.618 -0.665 -1.571
C -3.969 -0.501 -1.397
N -4.381 0.661 -1.810
C -2.796 3.594 -1.605
C -3.624 4.503 -0.961
C -3.115 5.311 0.051
C -1.792 5.196 0.450
C -0.964 4.277 -0.190
C -1.464 3.505 -1.228
C 0.422 4.071 0.229
N 1.130 4.695 1.101
N 2.357 4.046 1.152
C 2.294 3.082 0.304
O 1.095 3.028 -0.330
C 3.282 2.049 -0.010
C 4.530 2.048 0.603
C 5.428 1.031 0.315
C 5.084 0.013 -0.565
C 3.841 0.018 -1.185
C 3.496 -1.074 -2.174
N 2.046 -1.335 -2.211
C 1.246 -1.627 -1.206
N 0.002 -1.718 -1.682
C 0.115 -1.466 -3.025
N 1.350 -1.232 -3.366
C 2.948 1.045 -0.912
H -4.345 2.884 -2.940
H -2.705 2.768 -3.599
H -1.207 0.738 -2.385
H -4.626 -1.247 -0.978
H -4.665 4.588 -1.247
H -3.762 6.027 0.539
H -1.394 5.805 1.251
H -0.784 2.843 -1.751
H 4.780 2.836 1.301
H 6.401 1.023 0.787
H 5.790 -0.783 -0.771
H 4.005 -2.003 -1.922
H 3.759 -0.807 -3.196
H 1.552 -1.735 -0.178
H -0.708 -1.483 -3.721
H 1.984 1.087 -1.404
O -1.187 -1.222 0.942
N -0.870 -1.960 1.988
N -0.973 -3.185 1.803
O -1.339 -3.638 0.601
C -0.733 -4.153 2.848
C -0.504 -3.698 4.141
C -0.279 -4.641 5.126
C -0.288 -5.997 4.813
C -0.522 -6.421 3.513
C -0.748 -5.496 2.507
H -0.508 -2.643 4.374
H -0.101 -4.317 6.141
H -0.114 -6.726 5.593
H -0.530 -7.476 3.277
H -0.930 -5.813 1.492
*
```

The value obtained for the highest occupied orbital energy is -13.33 eV. The calculation puts the energy above the lowest of the compared OMol25 structures with the same formula, charge and spin at 0.0 kJ/mol. The LUMO energy comes out at -8.678 eV. As for the total energy: -1886.5202 a.u.

=====

2.
Below is C23H29N5O3 in the gas phase, with properties calculated with ωB97M-V with the def2-TZVPD basis set.

ORCA input file:
```
! RIJCOSX wB97M-V def2-TZVPD def2/J DEFGRID3
* xyz 0 1
C 4.384 0.705 3.011
O 4.335 -0.361 2.097
C 3.564 -0.227 0.984
C 2.827 0.902 0.671
C 2.061 0.932 -0.490
C 1.260 2.103 -0.825
N 1.231 2.613 -2.083
N 0.432 3.670 -2.193
C -0.090 3.843 -0.995
C 0.388 2.888 -0.079
C -0.039 2.729 1.350
N -1.172 1.862 1.612
C -0.993 0.447 1.350
C -1.398 0.018 -0.070
N -2.750 0.455 -0.355
C -3.788 -0.394 -0.089
C -5.137 -0.003 -0.146
C -6.109 -0.957 0.064
C -5.746 -2.271 0.322
C -4.392 -2.576 0.354
C -3.916 -3.973 0.621
N -3.452 -1.666 0.158
C -2.852 1.893 -0.241
C -2.475 2.326 1.188
C 2.062 -0.165 -1.341
C 2.801 -1.305 -1.048
O 2.837 -2.398 -1.876
C 1.993 -2.424 -3.000
C 3.555 -1.353 0.134
O 4.341 -2.378 0.567
C 4.138 -3.691 0.097
H 4.802 1.610 2.557
H 3.395 0.929 3.424
H 5.040 0.371 3.813
H 2.851 1.771 1.306
H 1.775 2.306 -2.873
H -0.783 4.641 -0.815
H 0.791 2.334 1.941
H -0.297 3.716 1.748
H 0.047 0.178 1.538
H -1.631 -0.098 2.057
H -1.363 -1.067 -0.153
H -0.735 0.469 -0.811
H -5.424 1.015 -0.352
H -7.153 -0.677 0.028
H -6.488 -3.035 0.494
H -2.831 -3.988 0.668
H -4.249 -4.641 -0.172
H -4.323 -4.338 1.563
H -3.856 2.236 -0.483
H -2.158 2.335 -0.963
H -2.512 3.414 1.274
H -3.214 1.897 1.877
H 1.463 -0.129 -2.237
H 0.941 -2.312 -2.720
H 2.263 -1.653 -3.729
H 2.142 -3.405 -3.450
H 4.474 -3.811 -0.936
H 4.741 -4.321 0.751
H 3.090 -3.989 0.171
*
```

The value obtained for the highest occupied orbital energy is -7.23 eV. The calculation puts the energy above the lowest of the compared OMol25 structures with the same formula, charge and spin at 402.7 kJ/mol. The LUMO energy comes out at 0.643 eV. As for the total energy: -1393.2792 a.u. Its SMILES is COc1cc(-c2[nH]ncc2CN2CCN(c3cccc(C)n3)CC2)cc(OC)c1OC.

=====

3.
Below is 2 unconnected molecules or ions with the total composition C5H9NO3 at a distorted geometry, with properties calculated with ωB97M-V with the def2-TZVPD basis set.

ORCA input file:
```
! RIJCOSX wB97M-V def2-TZVPD def2/J DEFGRID3
* xyz 0 1
C -1.498 -0.029 1.198
N -1.415 -1.168 0.738
O -1.860 -1.287 -0.571
C -2.171 0.040 -1.066
C -1.928 1.058 0.065
H -1.167 0.323 2.195
H -3.264 0.000 -1.259
H -1.440 0.112 -1.876
H -1.115 1.596 -0.147
H -2.674 1.708 0.353
O 3.770 0.323 -0.836
C 2.969 0.287 0.275
C 1.811 -0.362 0.409
O 1.311 -1.363 -0.367
H 3.717 -0.382 -1.461
H 3.336 0.954 1.003
H 1.284 -0.194 1.443
H 0.333 -1.616 -0.094
*
```

The value obtained for the highest occupied orbital energy is -8.07 eV. The calculation puts the energy above the lowest of the compared OMol25 structures with the same formula, charge and spin at 511.8 kJ/mol. The LUMO energy comes out at 0.765 eV. As for the total energy: -476.2492 a.u. Its SMILES is C1=NOCC1.O/C=C\O.

=====

4.
Below is C23H29N3O6S in the gas phase at a distorted geometry, with properties calculated with ωB97M-V with the def2-TZVPD basis set.

ORCA input file:
```
! RIJCOSX wB97M-V def2-TZVPD def2/J DEFGRID3
* xyz 0 1
C -0.479 1.301 -3.058
C -0.911 0.251 -2.041
O -0.265 0.396 -0.786
C -0.460 1.511 -0.044
C -1.508 2.413 -0.185
C -1.609 3.504 0.659
C -0.676 3.718 1.656
C 0.376 2.831 1.805
C 0.485 1.734 0.970
N 1.614 0.875 1.067
C 2.828 1.356 0.421
C 2.833 0.953 -1.064
O 2.604 1.749 -1.953
N 3.131 -0.339 -1.258
C 3.092 -0.950 -2.565
C 2.481 -2.354 -2.536
C 3.268 -3.361 -1.665
C 2.291 -3.722 -0.543
C 0.942 -3.415 -1.191
O 1.163 -2.289 -2.013
C 1.565 -0.402 1.474
O 2.536 -1.145 1.407
C 0.244 -0.900 2.035
N -0.387 0.026 2.949
S -1.899 -0.480 3.492
O -1.955 -1.914 3.528
O -2.158 0.253 4.695
C -2.965 0.109 2.190
C -3.521 1.367 2.303
C -4.376 1.818 1.311
C -4.649 1.013 0.216
C -4.081 -0.247 0.112
C -3.238 -0.708 1.111
H -0.924 2.271 -2.849
H 0.602 1.416 -3.027
H -0.777 0.986 -4.054
H -0.586 -0.740 -2.366
H -2.002 0.248 -1.908
H -2.252 2.268 -0.952
H -2.426 4.197 0.526
H -0.759 4.574 2.308
H 1.123 2.987 2.568
H 2.855 2.444 0.492
H 3.690 0.917 0.930
H 3.201 -0.943 -0.448
H 4.106 -1.020 -2.981
H 2.498 -0.300 -3.214
H 2.435 -2.712 -3.577
H 4.190 -2.928 -1.284
H 3.522 -4.242 -2.255
H 2.370 -4.761 -0.231
H 2.441 -3.078 0.323
H 0.604 -4.265 -1.805
H 0.161 -3.156 -0.476
H -0.439 -1.034 1.191
H 0.419 -1.881 2.496
H 0.191 0.258 3.744
H -3.288 1.959 3.173
H -4.831 2.793 1.393
H -5.317 1.365 -0.556
H -4.306 -0.876 -0.737
H -2.814 -1.699 1.080
*
```

The value obtained for the highest occupied orbital energy is -8.68 eV. The calculation puts the energy above the lowest of the compared OMol25 structures with the same formula, charge and spin at 119.3 kJ/mol. The LUMO energy comes out at 0.492 eV. As for the total energy: -1907.7523 a.u. Its SMILES is CCOc1ccccc1N(CC(=O)NC[C@H]1CCCO1)C(=O)CNS(=O)(=O)c1ccccc1.